Here is a structure of composition C54H48ClN7OPbSi from OMol25. Energies are from wB97M-V/def2-TZVPD.

For the orbital gap, the calculation gives 5.7 eV. As for the net charge: 0. As for the molar mass: 1081.765 g mol⁻¹. For the LUMO energy, the calculation gives -0.565 eV.

Each line ends with the Löwdin charge.
Positions of all 113 atoms, in Å:
1 Pb 0.32 0.01 0.30  1.43
2 C -6.04 0.38 -1.69  -0.05
3 C -4.83 0.70 -0.86  -0.28
4 C -4.29 1.98 -0.82  -0.04
5 C -3.16 2.25 -0.08  -0.04
6 C -2.50 1.25 0.66  -0.29
7 N -1.33 1.49 1.32  -0.05
8 C -1.22 2.59 2.11  -0.23
9 C -2.38 3.27 2.56  -0.03
10 C -2.34 4.45 3.25  -0.05
11 C -1.12 5.03 3.57  -0.30
12 C -1.02 6.36 4.27  -0.06
13 C 0.02 4.31 3.28  0.00
14 C 0.01 3.11 2.59  -0.11
15 N 1.25 2.44 2.48  -0.06
16 C 2.47 2.96 2.70  -0.08
17 C 3.38 1.93 2.68  -0.06
18 C 2.62 0.79 2.42  -0.16
19 N 1.34 1.12 2.30  -0.06
20 C -3.08 -0.03 0.64  -0.14
21 C -4.21 -0.30 -0.13  0.01
22 N -2.56 -1.05 1.46  -0.07
23 C -3.26 -1.93 2.19  -0.04
24 C -2.37 -2.65 2.94  -0.03
25 C -1.12 -2.14 2.59  -0.12
26 N -1.26 -1.18 1.69  -0.02
27 H -6.55 1.29 -1.99  0.08
28 H -6.74 -0.24 -1.13  0.08
29 H -5.75 -0.17 -2.58  0.06
30 H -4.76 2.78 -1.38  0.12
31 H -2.75 3.24 -0.07  0.12
32 H -3.34 2.82 2.33  0.11
33 H -3.27 4.92 3.56  0.11
34 H -1.97 6.90 4.22  0.07
35 H -0.25 6.98 3.80  0.07
36 H -0.75 6.22 5.31  0.08
37 H 0.95 4.72 3.64  0.10
38 H 2.64 4.01 2.82  0.10
39 H 4.44 1.99 2.82  0.10
40 H 2.91 -0.23 2.29  0.10
41 H -4.62 -1.30 -0.14  0.12
42 H -4.33 -1.98 2.14  0.12
43 H -2.57 -3.43 3.65  0.10
44 H -0.15 -2.42 2.94  0.12
45 Cl 0.09 -7.67 0.54  0.64
46 C 0.47 -5.98 0.62  -0.69
47 C 1.55 -5.56 1.40  -0.10
48 C 1.86 -4.24 1.43  -0.02
49 C 1.12 -3.23 0.72  -0.43
50 O 1.50 -2.04 0.84  -0.21
51 C 0.01 -3.69 -0.08  -0.16
52 C -0.81 -2.92 -0.93  -0.10
53 N -0.85 -1.64 -1.16  0.02
54 C -1.68 -1.14 -2.15  -0.20
55 C -2.56 -1.89 -2.92  -0.01
56 C -3.37 -1.32 -3.90  -0.08
57 C -3.34 0.03 -4.15  -0.05
58 C -2.47 0.84 -3.41  -0.15
59 C -2.43 2.24 -3.59  0.00
60 C -1.56 3.00 -2.84  -0.04
61 C -0.73 2.33 -1.93  -0.15
62 N -0.76 1.04 -1.74  0.01
63 C -1.62 0.27 -2.42  -0.16
64 C -0.26 -5.09 -0.10  -0.08
65 H 2.12 -6.29 1.97  0.11
66 H 2.70 -3.89 2.01  0.12
67 H -1.50 -3.57 -1.49  0.11
68 H -2.65 -2.95 -2.78  0.10
69 H -4.04 -1.96 -4.46  0.11
70 H -3.97 0.47 -4.91  0.11
71 H -3.09 2.69 -4.32  0.12
72 H -1.53 4.07 -2.93  0.11
73 H -0.02 2.88 -1.34  0.11
74 H -1.07 -5.45 -0.73  0.11
75 C 2.16 5.68 -0.92  -0.08
76 C 1.75 5.18 -2.14  -0.09
77 C 2.11 3.90 -2.52  -0.12
78 C 2.88 3.10 -1.69  -0.28
79 C 3.30 3.63 -0.47  -0.11
80 C 2.94 4.90 -0.08  -0.09
81 Si 3.51 1.43 -2.28  0.70
82 C 3.49 1.39 -4.17  -0.29
83 C 2.30 1.13 -4.85  -0.12
84 C 2.27 1.01 -6.22  -0.09
85 C 3.43 1.14 -6.96  -0.09
86 C 4.62 1.42 -6.31  -0.09
87 C 4.64 1.53 -4.93  -0.11
88 H 1.87 6.68 -0.61  0.10
89 H 1.16 5.80 -2.81  0.10
90 H 1.80 3.53 -3.49  0.10
91 H 3.94 3.03 0.17  0.09
92 H 3.27 5.30 0.86  0.10
93 H 4.91 1.30 -1.82  0.02
94 H 1.39 0.99 -4.28  0.10
95 H 1.34 0.79 -6.72  0.10
96 H 3.42 1.02 -8.03  0.10
97 H 5.54 1.53 -6.87  0.10
98 H 5.58 1.72 -4.43  0.09
99 C 3.73 -2.37 -4.06  -0.04
100 C 2.91 -2.65 -2.79  -0.59
101 C 3.78 -3.45 -1.81  -0.02
102 C 1.64 -3.42 -3.15  -0.02
103 C 2.65 -1.32 -2.24  -0.07
104 C 2.64 -0.16 -1.89  -0.14
105 H 4.07 -3.30 -4.49  0.09
106 H 4.59 -1.75 -3.83  0.09
107 H 3.13 -1.83 -4.80  0.08
108 H 3.97 -4.44 -2.23  0.09
109 H 3.30 -3.56 -0.85  0.07
110 H 4.73 -2.94 -1.67  0.09
111 H 1.91 -4.32 -3.71  0.09
112 H 0.98 -2.81 -3.76  0.09
113 H 1.11 -3.73 -2.25  0.06